{"formula": "C25H28N3O3PTa", "method": "the ωB97M-V functional and the def2-TZVPD basis", "symbols": ["Ta", "C", "O", "C", "C", "C", "C", "C", "C", "O", "C", "O", "C", "H", "H", "H", "H", "H", "H", "H", "H", "H", "C", "N", "C", "N", "C", "N", "C", "P", "C", "C", "H", "H", "H", "H", "H", "H", "H", "H", "H", "H", "H", "H", "C", "C", "C", "C", "C", "C", "C", "C", "C", "C", "H", "H", "H", "H", "H", "H", "H"], "xyz": [[-0.272, 0.860, 1.046], [0.329, 8.266, 3.306], [0.359, 7.129, 2.393], [0.104, 5.932, 2.802], [-0.224, 5.584, 4.135], [-0.474, 4.284, 4.436], [-0.409, 3.227, 3.466], [-0.627, 1.917, 3.853], [-1.031, 1.416, 5.185], [-0.473, 0.929, 2.961], [-0.086, 3.639, 2.117], [-0.053, 2.699, 1.104], [0.162, 4.925, 1.791], [0.599, 9.117, 2.692], [1.062, 8.116, 4.095], [-0.677, 8.383, 3.702], [-0.276, 6.340, 4.902], [-0.716, 4.033, 5.458], [-1.120, 2.183, 5.943], [-0.314, 0.660, 5.512], [-1.996, 0.912, 5.077], [0.386, 5.219, 0.775], [4.467, 0.232, -1.797], [3.324, 0.884, -2.439], [2.678, -0.042, -3.370], [2.254, -1.276, -2.703], [3.409, -1.905, -2.059], [4.052, -0.993, -1.111], [3.339, -0.789, 0.088], [1.677, 0.089, -0.424], [2.415, 1.473, -1.503], [1.147, -1.096, -1.813], [4.943, 0.919, -1.098], [5.190, -0.037, -2.566], [3.396, -0.301, -4.146], [1.824, 0.447, -3.838], [4.139, -2.160, -2.826], [3.102, -2.818, -1.549], [3.850, -0.131, 0.787], [3.057, -1.723, 0.570], [2.933, 2.173, -0.846], [1.607, 1.996, -2.014], [0.278, -0.681, -2.323], [0.871, -2.045, -1.349], [-1.801, -3.832, 0.237], [-0.847, -3.083, 0.951], [-0.832, -1.715, 0.858], [-1.779, -1.008, 0.052], [-1.844, 0.435, -0.086], [-2.829, 1.041, -0.854], [-3.752, 0.262, -1.551], [-3.700, -1.110, -1.445], [-2.736, -1.780, -0.655], [-2.720, -3.193, -0.547], [-1.801, -4.909, 0.319], [-0.131, -3.590, 1.584], [-0.036, -1.259, 1.486], [-2.875, 2.121, -0.924], [-4.508, 0.734, -2.162], [-4.428, -1.712, -1.977], [-3.458, -3.762, -1.098]], "mulliken_charge": [1.3590, -0.8744, -0.3667, 0.7634, -0.8238, -1.4168, 0.4952, 1.1166, -1.3566, -0.7341, 0.7237, -0.6111, -0.4743, 0.2643, 0.3961, 0.3981, 0.5478, 0.2518, 0.3748, 0.3623, 0.3633, 0.5643, -0.8970, 0.1931, -0.8876, 0.2030, -0.9342, 0.2239, -0.9528, 1.4501, -0.9833, -0.8654, 0.3800, 0.2992, 0.2947, 0.3848, 0.2917, 0.3845, 0.4673, 0.4132, 0.4748, 0.4276, 0.4969, 0.3658, -0.7817, -0.9933, -0.6632, 1.2677, 0.3652, -0.1821, -0.8569, -0.7798, 0.6675, -0.7571, 0.4596, 0.4982, 0.2565, 0.5479, 0.4548, 0.4773, 0.4663], "charge": 3, "gap_ev": 5.776, "largest_force_ev_per_a": 0.74}



{"formula": "C25H28N3O4RuSSi2", "method": "the ωB97M-V functional and the def2-TZVPD basis", "symbols": ["Ru", "N", "C", "S", "N", "N", "C", "C", "C", "C", "C", "C", "C", "O", "H", "H", "H", "H", "H", "H", "H", "C", "Si", "C", "C", "C", "C", "C", "C", "C", "Si", "C", "C", "H", "H", "H", "H", "H", "H", "H", "H", "H", "H", "H", "H", "H", "H", "H", "H", "O", "C", "C", "C", "C", "C", "C", "C", "O", "O", "H", "H", "H", "H", "H"], "xyz": [[0.090, 0.210, -0.192], [1.789, -2.443, 2.950], [1.268, -1.892, 1.788], [0.491, -0.269, 1.970], [1.373, -2.521, 0.681], [0.886, -1.820, -0.428], [0.639, -2.576, -1.448], [0.003, -2.136, -2.658], [-0.425, -3.158, -3.528], [-1.122, -2.888, -4.680], [-1.401, -1.549, -4.988], [-0.986, -0.527, -4.174], [-0.271, -0.764, -2.969], [0.113, 0.245, -2.266], [1.230, -2.263, 3.771], [2.021, -3.420, 2.835], [0.870, -3.637, -1.367], [-0.212, -4.185, -3.251], [-1.469, -3.688, -5.319], [-1.973, -1.315, -5.879], [-1.223, 0.504, -4.401], [-1.758, 3.111, 0.907], [-0.117, 2.509, 0.155], [0.105, 3.499, -1.464], [1.168, 3.340, 1.356], [1.230, 4.736, 1.273], [2.028, 5.506, 2.102], [2.804, 4.889, 3.070], [2.765, 3.509, 3.180], [1.965, 2.721, 2.338], [2.279, 0.880, 2.533], [2.642, 0.452, 4.329], [3.682, 0.327, 1.410], [-1.747, 4.187, 1.101], [-1.970, 2.594, 1.846], [-2.571, 2.877, 0.219], [-0.501, 4.409, -1.490], [-0.209, 2.856, -2.289], [1.146, 3.780, -1.639], [0.627, 5.238, 0.524], [2.041, 6.585, 1.994], [3.433, 5.471, 3.733], [3.382, 3.046, 3.941], [3.426, 1.075, 4.760], [2.973, -0.584, 4.395], [1.743, 0.573, 4.935], [4.632, 0.431, 1.939], [3.715, 0.960, 0.523], [3.587, -0.711, 1.093], [-4.358, -1.986, -2.642], [-3.596, -2.559, -1.702], [-3.543, -3.954, -1.637], [-2.795, -4.580, -0.659], [-2.096, -3.833, 0.286], [-2.138, -2.453, 0.208], [-2.850, -1.794, -0.786], [-2.835, -0.296, -0.914], [-3.744, 0.222, -1.599], [-1.957, 0.404, -0.322], [-4.282, -1.000, -2.446], [-4.106, -4.519, -2.369], [-2.766, -5.663, -0.625], [-1.520, -4.321, 1.062], [-1.604, -1.845, 0.925]], "mulliken_charge": [0.3728, -0.4203, 0.2283, -0.5210, -0.9467, 0.7440, -0.5444, 0.5825, -0.6916, -0.6571, -0.3929, -0.2632, 0.5065, -0.8943, 0.2790, 0.2465, 0.3068, 0.2981, 0.3836, 0.3616, 0.3941, -1.3963, 1.4245, -1.3242, 0.2741, -0.4813, -0.7612, -0.7907, -0.7154, 0.5897, 0.8559, -1.3015, -1.1924, 0.4250, 0.2696, 0.3398, 0.3694, 0.1899, 0.3498, 0.2871, 0.3756, 0.3761, 0.1276, 0.4262, 0.3374, 0.3295, 0.3856, 0.3358, 0.4246, -0.7258, 0.0798, -0.6220, -0.3843, -0.7712, 0.0597, 0.2299, 0.3718, -0.8450, -0.5030, 0.4277, 0.4184, 0.3574, 0.3742, 0.6302], "charge": -1, "relative_energy_ev": 1.277, "gap_ev": [6.504, 6.504], "largest_force_ev_per_a": 0.89}



{"formula": "C25H28N3OPPdS4", "method": "the ωB97M-V functional and the def2-TZVPD basis", "symbols": ["Pd", "N", "C", "C", "C", "C", "C", "C", "P", "C", "C", "C", "C", "C", "C", "C", "C", "C", "C", "C", "C", "H", "H", "H", "H", "H", "H", "H", "H", "H", "H", "H", "H", "H", "H", "H", "H", "O", "C", "S", "C", "C", "S", "S", "S", "C", "C", "C", "C", "N", "N", "H", "H", "H", "H", "H", "H", "H", "H", "H", "H", "H", "H"], "xyz": [[0.271, -0.104, 0.091], [0.484, 0.984, 1.898], [1.701, 1.761, 2.041], [1.937, 2.474, 3.209], [3.121, 3.174, 3.355], [4.075, 3.154, 2.345], [3.836, 2.443, 1.185], [2.640, 1.747, 1.010], [2.243, 0.794, -0.496], [2.489, 1.932, -1.880], [2.459, 3.314, -1.725], [2.542, 4.141, -2.835], [2.646, 3.594, -4.104], [2.660, 2.215, -4.264], [2.580, 1.386, -3.161], [3.552, -0.446, -0.654], [3.314, -1.712, -0.127], [4.303, -2.680, -0.182], [5.526, -2.393, -0.767], [5.765, -1.135, -1.301], [4.781, -0.162, -1.246], [-0.344, 1.568, 2.009], [0.450, 0.277, 2.631], [1.199, 2.468, 4.001], [3.307, 3.730, 4.264], [5.005, 3.690, 2.467], [4.582, 2.422, 0.400], [2.371, 3.754, -0.740], [2.524, 5.214, -2.704], [2.715, 4.240, -4.969], [2.730, 1.783, -5.253], [2.580, 0.311, -3.293], [2.348, -1.945, 0.310], [4.107, -3.665, 0.220], [6.292, -3.155, -0.818], [6.714, -0.913, -1.769], [4.965, 0.812, -1.681], [-0.370, -6.653, -1.432], [-0.320, -5.490, -1.156], [-0.692, -4.837, 0.457], [-0.386, -3.159, 0.071], [-0.011, -2.881, -1.205], [0.229, -1.241, -1.818], [0.163, -4.221, -2.309], [-0.591, -1.947, 1.326], [-4.647, 2.258, -0.173], [-4.178, 0.820, 0.028], [-4.403, -0.001, -1.246], [-4.932, 0.177, 1.190], [-2.762, 0.834, 0.446], [-1.822, 1.309, -0.513], [-5.719, 2.280, -0.369], [-4.153, 2.728, -1.024], [-4.447, 2.854, 0.718], [-5.466, -0.062, -1.476], [-4.023, -1.017, -1.126], [-3.916, 0.445, -2.114], [-6.003, 0.157, 0.991], [-4.755, 0.736, 2.108], [-4.599, -0.849, 1.346], [-2.476, -0.118, 0.675], [-1.830, 2.321, -0.492], [-2.031, 1.006, -1.464]], "mulliken_charge": [0.1648, -0.2169, -0.1562, -0.5148, -0.6344, -0.8137, 0.1365, -0.5802, 1.7647, 0.5517, -0.4789, -0.7345, -0.4715, -0.7894, -0.3502, 0.5799, -0.5421, -0.8249, -0.4626, -0.7816, -0.3779, 0.3005, 0.4106, 0.4690, 0.3979, 0.4264, 0.4121, 0.3666, 0.4175, 0.3957, 0.4208, 0.4471, 0.3704, 0.4503, 0.3959, 0.4143, 0.3657, -0.5574, 0.5628, -0.1719, 0.1147, 0.1736, -0.4544, -0.1882, -0.5107, -1.8416, 1.5837, -1.6851, -1.7307, -0.0269, -0.3600, 0.4552, 0.3736, 0.3988, 0.4431, 0.3677, 0.4158, 0.4261, 0.4004, 0.3851, 0.1084, 0.1889, 0.2008], "relative_energy_ev": 0.488, "gap_ev": 6.547, "largest_force_ev_per_a": 0.92}



{"formula": "C25H28N4O2", "method": "the ωB97M-V functional and the def2-TZVPD basis", "symbols": ["C", "C", "C", "C", "C", "C", "C", "C", "C", "O", "N", "C", "C", "O", "N", "C", "C", "N", "C", "C", "C", "C", "C", "C", "C", "C", "C", "C", "N", "C", "C", "H", "H", "H", "H", "H", "H", "H", "H", "H", "H", "H", "H", "H", "H", "H", "H", "H", "H", "H", "H", "H", "H", "H", "H", "H", "H", "H", "H"], "xyz": [[6.161, 0.722, -1.649], [4.906, 0.072, -1.155], [4.843, -0.511, 0.103], [3.676, -1.093, 0.563], [2.530, -1.102, -0.229], [1.268, -1.687, 0.224], [1.012, -2.059, 1.577], [-0.180, -2.617, 1.891], [-1.190, -2.833, 0.884], [-2.287, -3.346, 1.068], [-0.818, -2.387, -0.376], [-1.726, -2.534, -1.498], [-2.199, -1.170, -2.023], [-1.734, -0.724, -3.054], [-3.152, -0.525, -1.323], [-3.732, -0.888, -0.054], [-3.119, -0.004, 1.062], [-2.519, 1.185, 0.497], [-1.136, 1.330, 0.526], [-0.395, 1.766, -0.574], [0.964, 1.984, -0.458], [1.620, 1.758, 0.736], [0.910, 1.298, 1.838], [1.606, 1.074, 3.147], [-0.455, 1.095, 1.724], [-3.301, 1.802, -0.553], [-4.623, 2.329, 0.013], [-3.534, 0.814, -1.728], [0.350, -1.865, -0.684], [2.597, -0.531, -1.502], [3.765, 0.045, -1.953], [6.024, 1.802, -1.710], [6.409, 0.364, -2.647], [6.996, 0.519, -0.985], [5.720, -0.512, 0.735], [3.675, -1.551, 1.540], [1.755, -1.894, 2.340], [-0.428, -2.927, 2.895], [-1.178, -3.000, -2.321], [-2.553, -3.172, -1.183], [-4.811, -0.717, -0.129], [-3.574, -1.937, 0.186], [-2.349, -0.570, 1.585], [-3.893, 0.264, 1.790], [-0.866, 1.917, -1.533], [1.520, 2.324, -1.319], [2.684, 1.928, 0.813], [1.058, 0.369, 3.768], [2.616, 0.702, 2.984], [1.682, 2.015, 3.693], [-1.009, 0.772, 2.594], [-2.737, 2.668, -0.907], [-5.290, 1.524, 0.305], [-4.426, 2.951, 0.883], [-5.123, 2.934, -0.739], [-4.590, 0.812, -2.021], [-2.930, 1.073, -2.599], [1.713, -0.543, -2.119], [3.799, 0.487, -2.938]], "mulliken_charge": [-1.4747, 1.1395, -1.0911, -0.4570, 1.1458, 0.4607, -0.2082, -1.1137, 0.7371, -0.7442, 0.6366, -1.4260, 1.1344, -0.6903, 0.1452, -1.0128, -0.7597, 0.1607, 0.3997, -0.2023, -1.2496, -0.5664, 0.6416, -1.8985, 0.0600, 0.2812, -1.8525, -1.2833, -0.8438, -0.9051, -0.7748, 0.2919, 0.3699, 0.3660, 0.3263, 0.3982, 0.3850, 0.4660, 0.4305, 0.5655, 0.4070, 0.4939, 0.2956, 0.3353, 0.3092, 0.4289, 0.4258, 0.3584, 0.3528, 0.4480, 0.5637, 0.5880, 0.3528, 0.4035, 0.4721, 0.4715, 0.3587, 0.5215, 0.4254], "relative_energy_ev": 1.227, "gap_ev": 7.624, "largest_force_ev_per_a": 1.05}



{"formula": "C25H28N4O3", "method": "the ωB97M-V functional and the def2-TZVPD basis", "symbols": ["C", "O", "C", "O", "C", "N", "C", "C", "C", "C", "C", "C", "C", "N", "C", "O", "C", "N", "C", "C", "N", "C", "C", "C", "C", "C", "C", "C", "C", "C", "C", "C", "H", "H", "H", "H", "H", "H", "H", "H", "H", "H", "H", "H", "H", "H", "H", "H", "H", "H", "H", "H", "H", "H", "H", "H", "H", "H", "H", "H"], "xyz": [[-1.757, -4.231, 0.512], [-2.922, -3.465, 0.252], [-2.781, -2.126, 0.386], [-1.729, -1.604, 0.708], [-3.999, -1.413, 0.105], [-5.181, -2.036, -0.239], [-6.137, -1.094, -0.432], [-7.476, -1.250, -0.782], [-8.241, -0.114, -0.909], [-7.694, 1.156, -0.695], [-6.374, 1.324, -0.350], [-5.567, 0.190, -0.212], [-4.199, -0.033, 0.130], [-3.175, 0.827, 0.457], [-3.078, 2.180, 0.426], [-3.948, 2.962, 0.115], [-1.691, 2.640, 0.884], [-0.700, 1.613, 0.655], [-0.273, 1.547, -0.732], [0.570, 0.281, -0.922], [1.732, 0.242, -0.060], [2.829, 1.110, -0.460], [4.146, 0.516, -0.060], [5.231, 0.536, -0.830], [6.546, 0.004, -0.502], [7.537, 0.004, -1.486], [8.800, -0.493, -1.229], [9.106, -0.998, 0.023], [8.136, -1.002, 1.013], [6.872, -0.507, 0.756], [1.301, 0.407, 1.314], [0.449, 1.667, 1.537], [-2.025, -5.267, 0.320], [-1.442, -4.103, 1.550], [-0.940, -3.918, -0.142], [-5.287, -3.033, -0.316], [-7.891, -2.233, -0.946], [-9.283, -0.201, -1.179], [-8.329, 2.022, -0.806], [-5.954, 2.304, -0.193], [-2.291, 0.355, 0.688], [-1.765, 2.836, 1.959], [-1.463, 3.597, 0.388], [-1.157, 1.504, -1.372], [0.312, 2.442, -1.015], [0.886, 0.187, -1.963], [-0.050, -0.581, -0.659], [2.753, 2.118, -0.013], [2.804, 1.235, -1.545], [4.164, 0.059, 0.918], [5.161, 0.988, -1.813], [7.306, 0.397, -2.467], [9.550, -0.484, -2.007], [10.093, -1.385, 0.228], [8.369, -1.391, 1.993], [6.133, -0.514, 1.542], [2.172, 0.432, 1.970], [0.690, -0.464, 1.565], [0.100, 1.684, 2.572], [1.055, 2.576, 1.365]], "mulliken_charge": [-0.6841, -0.4029, 0.6745, -0.6085, -0.4670, -0.0109, -0.6459, -0.9445, -0.4214, -0.7956, -0.2082, 0.6457, 1.3020, -0.1068, 0.6323, -0.6714, -0.9992, 0.2243, -0.5254, -1.0009, 0.1098, -0.4273, -0.3172, -0.5703, 0.9753, -0.5431, -0.4981, -0.4387, -0.5922, -0.4015, -0.9008, -0.8014, 0.2536, 0.2876, 0.3044, 0.1811, 0.3961, 0.3816, 0.4047, 0.6291, -0.0406, 0.3910, 0.3937, 0.5084, 0.3809, 0.4937, 0.1931, 0.1842, 0.4631, 0.1361, 0.2708, 0.3197, 0.3731, 0.3694, 0.3673, 0.3167, 0.4139, 0.2490, 0.5234, 0.2739], "relative_energy_ev": 0.825, "gap_ev": 8.041, "largest_force_ev_per_a": 0.81}



{"formula": "C25H28N6O2", "method": "the ωB97M-V functional and the def2-TZVPD basis", "symbols": ["C", "C", "C", "C", "C", "C", "C", "N", "C", "O", "C", "C", "C", "N", "N", "N", "N", "C", "C", "C", "C", "C", "C", "C", "C", "N", "C", "C", "O", "C", "C", "C", "C", "H", "H", "H", "H", "H", "H", "H", "H", "H", "H", "H", "H", "H", "H", "H", "H", "H", "H", "H", "H", "H", "H", "H", "H", "H", "H", "H", "H"], "xyz": [[3.852, 2.950, -0.593], [4.411, 1.578, -0.372], [5.764, 1.343, -0.489], [6.298, 0.073, -0.292], [5.499, -1.004, 0.028], [6.082, -2.371, 0.236], [4.117, -0.783, 0.155], [3.276, -1.815, 0.483], [1.917, -1.735, 0.629], [1.263, -2.719, 0.947], [1.359, -0.411, 0.395], [-0.148, -0.350, 0.507], [-0.663, -1.327, -0.503], [-0.268, -1.384, -1.757], [-0.917, -2.396, -2.311], [-1.680, -2.963, -1.475], [-1.561, -2.321, -0.309], [-2.306, -2.732, 0.845], [-3.805, -2.798, 0.512], [-4.338, -1.432, 0.177], [-4.250, -0.939, -1.120], [-4.678, 0.345, -1.415], [-5.211, 1.148, -0.421], [-5.318, 0.659, 0.870], [-4.877, -0.620, 1.168], [-0.653, 1.006, 0.368], [-1.763, 1.323, 1.248], [-2.025, 2.829, 1.172], [-2.303, 3.247, -0.141], [-1.242, 2.906, -1.003], [-0.988, 1.400, -0.992], [2.148, 0.636, 0.088], [3.565, 0.498, -0.043], [3.141, 2.946, -1.418], [3.337, 3.305, 0.298], [4.651, 3.648, -0.831], [6.427, 2.157, -0.740], [7.363, -0.071, -0.395], [7.158, -2.345, 0.092], [5.884, -2.731, 1.246], [5.662, -3.085, -0.473], [3.676, -2.735, 0.622], [-0.412, -0.721, 1.505], [-2.121, -2.018, 1.651], [-1.943, -3.717, 1.152], [-4.329, -3.208, 1.376], [-3.935, -3.471, -0.336], [-3.846, -1.565, -1.904], [-4.594, 0.718, -2.425], [-5.536, 2.151, -0.650], [-5.737, 1.277, 1.651], [-4.953, -0.994, 2.180], [-1.494, 1.062, 2.275], [-2.682, 0.786, 0.965], [-2.898, 3.095, 1.770], [-1.141, 3.364, 1.554], [-1.537, 3.240, -1.999], [-0.328, 3.436, -0.694], [-0.164, 1.139, -1.656], [-1.902, 0.894, -1.346], [1.694, 1.602, -0.061]], "mulliken_charge": [-1.6436, 1.4300, -0.9502, -0.8296, 1.6038, -1.8749, -1.2625, -0.0087, 0.0502, -0.7742, -0.8877, 0.7805, -0.2481, -0.1583, -0.8891, -0.4025, 1.0828, -0.6294, -1.5452, 0.6066, -0.0723, -0.6978, -0.3591, -0.6366, -0.3239, 0.2975, 0.3996, -0.8823, -0.3957, -0.9314, -0.3898, -0.1260, 0.2121, 0.3591, 0.3640, 0.3761, 0.3432, 0.3540, 0.3585, 0.3667, 0.3801, 0.2445, 0.7009, 0.2688, 0.3689, 0.5450, 0.4388, 0.4486, 0.3959, 0.3746, 0.4112, 0.3838, 0.5266, -0.4311, 0.4182, 0.3269, 0.3718, 0.3580, 0.6611, 0.0330, 0.7084], "relative_energy_ev": 1.310, "gap_ev": 8.679, "largest_force_ev_per_a": 1.59}